[1]
Here is a cluster of 2 separate species, CH5NOS in total from OMol25. Energies are from ωB97M-V/def2-TZVPD.

Values from the calculation:
- HOMO energy (spin up / spin down) (eV) = -10.22 / -9.17

```
! RIJCOSX wB97M-V def2-TZVPD def2/J DEFGRID3
* xyz 0 1
C -0.527 0.390 0.682
N 0.921 -1.326 -0.435
O 2.151 0.581 0.762
S 1.067 0.165 -0.118
H -1.464 -0.054 0.239
H -0.511 -0.189 1.627
H -0.756 1.410 0.668
H 1.756 -1.773 -0.722
H 0.121 2.018 -2.054
*
```

[2]
Here is a cluster of 7 separate species, H14O7 in total from OMol25. Energies are from ωB97M-V/def2-TZVPD.

Values from the calculation:
- HOMO energy (eV) = -10.72
- SMILES = O.O.O.O.O.O.O

```
! RIJCOSX wB97M-V def2-TZVPD def2/J DEFGRID3
* xyz 0 1
O -1.731 -1.218 2.692
H -1.713 -0.919 3.703
H -1.252 -0.645 2.060
O -2.047 -0.256 -2.194
H -2.904 -0.665 -2.171
H -1.400 -0.879 -2.556
O 1.098 -2.737 -0.336
H 0.835 -1.995 0.142
H 1.212 -3.518 0.204
O 1.361 1.887 -0.429
H 1.940 1.870 -1.092
H 1.212 2.822 0.006
O -0.380 -0.269 0.252
H -1.036 -0.405 -0.537
H 0.211 0.377 -0.203
O 3.425 -0.116 0.179
H 4.115 0.163 0.776
H 2.759 0.630 0.429
O -1.841 2.239 -0.275
H -1.386 1.503 0.130
H -2.479 2.133 -0.779
*
```

Copy entry 2 word for word.
Here is a cluster of 7 separate species, H14O7 in total from OMol25. Energies are from ωB97M-V/def2-TZVPD.

Values from the calculation:
- HOMO energy (eV) = -10.72
- SMILES = O.O.O.O.O.O.O

```
! RIJCOSX wB97M-V def2-TZVPD def2/J DEFGRID3
* xyz 0 1
O -1.731 -1.218 2.692
H -1.713 -0.919 3.703
H -1.252 -0.645 2.060
O -2.047 -0.256 -2.194
H -2.904 -0.665 -2.171
H -1.400 -0.879 -2.556
O 1.098 -2.737 -0.336
H 0.835 -1.995 0.142
H 1.212 -3.518 0.204
O 1.361 1.887 -0.429
H 1.940 1.870 -1.092
H 1.212 2.822 0.006
O -0.380 -0.269 0.252
H -1.036 -0.405 -0.537
H 0.211 0.377 -0.203
O 3.425 -0.116 0.179
H 4.115 0.163 0.776
H 2.759 0.630 0.429
O -1.841 2.239 -0.275
H -1.386 1.503 0.130
H -2.479 2.133 -0.779
*
```